Computed, not measured: one molecule with the formula C6H12O2, with ωB97M-V with the def2-TZVPD basis set.

Structure (XYZ):
```
20
Properties=species:S:1:pos:R:3:forces:R:3:lowdin_charge:R:1
C -1.26071 1.73778 -0.14394 0.1 0.4 -0.5 -0.011
C -1.09586 0.28037 -0.49290 0.0 -1.7 2.8 -0.387
O -2.02495 -0.37802 -0.88811 0.3 0.4 -0.7 0.090
C 0.18266 -0.51602 0.17086 -1.5 0.7 -1.1 -0.490
C -0.00109 -0.55394 1.68516 0.1 0.1 -0.2 -0.032
C 0.21932 -1.92120 -0.42304 0.0 0.3 0.0 -0.042
C 1.34005 0.31008 -0.28264 -0.3 1.0 -2.6 -0.106
O 0.84590 0.76389 -1.69693 1.3 -0.7 1.8 -0.108
H -2.30142 1.93696 0.10182 0.0 0.0 -0.1 0.089
H -0.64246 2.09233 0.67637 0.2 -0.2 0.1 0.072
H -0.96234 2.31019 -1.02188 -0.2 0.1 0.0 0.086
H 0.01215 0.44128 2.12697 -0.1 0.1 0.0 0.076
H 0.81550 -1.11435 2.14123 0.0 -0.1 0.1 0.088
H -0.94748 -1.03530 1.92629 0.0 -0.1 0.1 0.096
H 0.41556 -1.87314 -1.49226 0.0 0.0 -0.1 0.090
H -0.74832 -2.39989 -0.28927 0.0 -0.1 0.1 0.084
H 1.00416 -2.51406 0.04630 0.0 -0.1 0.1 0.085
H 2.25532 -0.26571 -0.43315 0.0 0.2 0.1 0.122
H 1.50134 1.21173 0.31635 0.1 -0.2 -0.1 0.118
H 1.39266 1.48700 -2.02722 0.1 -0.1 0.2 0.082
```
Positions in Å, forces in eV/Å.

Properties
**Largest force on an atom**: 3.268 eV/Å
**Highest occupied orbital energy**: -9.1 eV
**SMILES**: CC(=O)C(C)(C)CO
**Gap between HOMO and LUMO**: 0.3589 Ha
**ΔE to the lowest compared entry with this formula, charge and spin**: 33.9 kcal/mol